1.
A cluster of 2 separate species, C5H14N6O in total in a non-equilibrium geometry, computed with ωB97M-V with the def2-TZVPD basis set.

Calculated values
SMILES string   [H]/N=C1\CCON1.CN(N)/C=N\N
LUMO energy   0.72 eV
Energy relative to the best compared isomer or geometry (same formula, charge and spin)   65.15 kcal per mole
Total charge   0
E_tot   -16395.8462 eV
HOMO energy   -8.62 eV

Last column: natural (NBO) charge in e.
Positions of all 26 atoms, in Å:
N (2.980, -0.094, -0.849)  -0.33
H (-2.872, -1.810, -0.635)  0.17
H (1.119, -1.478, 0.648)  0.18
N (-3.113, -0.052, 1.190)  -0.65
H (0.900, -1.077, -1.567)  0.36
H (-3.993, -0.431, 0.812)  0.33
H (1.328, 2.523, -0.123)  0.34
N (1.831, 1.929, -0.772)  -0.66
C (2.101, -1.118, 0.987)  -0.08
C (2.062, 0.380, 1.239)  -0.53
H (2.909, 0.694, 1.861)  0.24
H (-2.126, 2.106, 0.171)  0.21
H (2.451, -1.721, 1.837)  0.21
H (0.141, -0.091, -0.376)  0.35
N (0.048, -0.549, -1.315)  -0.67
H (1.132, 0.739, 1.696)  0.24
H (-3.224, 1.390, -1.050)  0.18
N (-1.016, -1.443, -1.338)  -0.26
H (2.643, -0.342, -1.765)  0.37
H (-1.449, 1.339, -1.310)  0.23
C (-2.239, 1.287, -0.549)  -0.43
H (-2.770, -0.704, 1.905)  0.36
C (-2.024, -1.125, -0.637)  0.16
C (2.240, 0.881, -0.180)  0.41
N (-2.126, 0.026, 0.175)  -0.33
O (3.068, -1.261, -0.054)  -0.38


2.
A cluster of 11 separate species, C26H76N2O20 in total in a non-equilibrium geometry, computed with ωB97M-V with the def2-TZVPD basis set.

Calculated values
SMILES string   COC[C@H](C)N.COC[C@H](C)N.OCCO.OCCO.OCCO.OCCO.OCCO.OCCO.OCCO.OCCO.OCCO
LUMO energy   -0.06 eV
Energy relative to the best compared isomer or geometry (same formula, charge and spin)   157.46 kcal per mole
Total charge   0
E_tot   -72113.5047 eV
HOMO energy   -9.08 eV

Last column: Löwdin charge in e.
Positions of all 124 atoms, in Å:
C (6.331, 2.417, -1.658)  -0.30
O (1.188, 3.710, 2.434)  -0.26
H (4.648, 1.617, -2.849)  0.12
C (-0.437, -2.421, 3.623)  -0.25
H (5.103, 3.799, -1.521)  0.09
O (-0.163, -3.543, -1.318)  -0.06
H (-3.328, 3.391, -1.627)  0.06
H (5.277, 3.561, -3.747)  0.08
C (5.703, 1.879, -2.932)  -0.25
H (1.415, -0.381, -5.809)  0.11
C (-2.945, 1.166, 1.934)  -0.23
H (-2.894, -4.586, -0.197)  0.11
H (1.377, 4.020, 5.079)  0.14
H (-3.862, -2.030, -5.544)  0.10
O (-5.707, -3.719, -4.072)  -0.04
O (-3.268, -2.127, 1.500)  -0.08
H (-2.057, -3.109, -1.988)  0.10
O (-3.149, -2.400, -5.018)  -0.03
H (-2.258, 0.324, 2.017)  0.08
H (-2.422, -2.576, 1.427)  0.03
H (-0.322, 1.028, -8.206)  0.09
H (0.249, -3.912, -0.533)  0.08
H (5.722, -1.021, 4.719)  0.11
H (-1.502, 5.546, -3.067)  0.08
H (2.420, 0.524, -1.493)  0.07
H (-3.073, -1.601, 3.442)  0.09
C (4.703, -0.988, 4.333)  -0.18
H (2.964, 0.742, 0.136)  0.04
H (3.067, 2.832, 2.752)  0.11
H (0.225, 4.302, 0.779)  0.08
H (-0.927, -3.394, 3.626)  0.10
H (0.117, -0.141, -4.684)  0.11
H (3.962, 2.319, 5.176)  0.07
O (-1.206, 5.348, -3.958)  -0.08
C (-1.807, -4.522, -0.143)  -0.24
C (2.235, 1.105, -0.590)  -0.03
H (-2.462, -3.995, -4.273)  0.12
H (7.358, 2.775, -1.724)  0.13
C (-0.295, -0.049, -0.517)  -0.13
H (-2.168, 0.282, -3.204)  0.08
C (-3.848, -3.467, 3.480)  -0.27
O (5.859, 2.826, -3.952)  -0.06
H (-3.110, 1.158, 3.790)  0.09
C (0.378, -0.652, -5.611)  -0.20
C (3.236, 3.061, 5.508)  -0.07
H (4.039, -0.481, 5.033)  0.13
H (0.860, 2.003, 1.686)  0.03
C (-0.414, -0.340, -6.918)  -0.26
H (-3.594, -4.215, -5.574)  0.13
C (-2.142, 4.497, -4.497)  -0.22
O (-0.872, 0.493, -1.721)  -0.19
H (1.934, 1.254, 4.324)  0.05
H (3.725, 4.031, 5.593)  0.08
H (-0.927, -1.675, 2.997)  0.11
H (-4.481, 2.675, 1.212)  0.08
H (-3.124, 0.927, -0.308)  0.08
H (-5.261, -4.136, 2.293)  0.09
H (1.088, 5.639, 1.457)  0.08
C (0.776, 1.031, -0.006)  -0.36
H (1.770, 0.730, 1.683)  0.02
C (-3.799, -2.123, 2.819)  -0.23
H (3.807, -0.578, 1.492)  0.08
N (1.278, 1.964, 4.619)  0.06
N (0.839, 1.026, 1.429)  0.07
H (-1.556, -2.439, -0.477)  0.08
C (2.418, 3.609, 3.157)  -0.17
H (1.238, -3.099, 2.754)  0.11
H (5.091, -2.873, 3.657)  0.09
C (-1.497, -3.343, -1.082)  -0.24
H (-3.890, -3.220, 4.540)  0.13
O (-0.805, -1.798, 4.777)  -0.07
H (-6.322, -4.285, -3.601)  0.08
H (2.957, 4.555, 3.122)  0.12
H (5.325, 0.640, 2.906)  0.12
H (-2.904, -3.974, 3.280)  0.10
H (-1.465, -1.087, -2.975)  0.07
H (-3.031, 5.079, -4.739)  0.11
H (0.594, 1.929, 3.877)  0.05
H (0.525, 2.009, -0.415)  0.11
O (-3.753, 1.031, 3.089)  -0.07
C (-3.747, 1.038, 0.578)  -0.19
O (3.636, -0.074, 2.291)  -0.09
O (-0.299, 0.991, -7.247)  -0.06
H (5.637, -0.948, 2.463)  0.12
C (-1.866, -0.301, -2.335)  -0.12
H (-1.495, -0.439, -6.814)  0.11
H (6.520, 1.501, -1.098)  0.11
H (2.583, -3.194, 4.723)  0.06
H (-1.101, -0.219, 0.197)  0.09
H (-2.984, 2.591, -3.530)  0.10
C (1.143, -2.461, 3.633)  -0.24
H (-1.511, -5.508, -0.501)  0.13
H (2.779, 2.885, 6.482)  0.08
O (4.456, -2.412, 4.210)  -0.09
H (-2.324, 2.055, 2.050)  0.12
H (0.251, -0.985, -0.636)  0.11
H (-4.169, -3.491, -2.649)  0.10
H (-4.374, 0.147, 0.535)  0.11
H (1.545, -1.465, 3.448)  0.10
H (-0.970, -5.158, 1.516)  0.11
O (0.216, -2.053, -5.344)  -0.09
C (-2.283, 3.394, -3.303)  -0.21
H (-1.749, 4.033, -5.402)  0.11
H (-0.055, -1.031, -7.680)  0.12
C (4.869, -0.349, 2.953)  -0.23
O (1.637, -3.042, 4.780)  -0.04
O (-1.337, -4.341, 1.170)  -0.06
C (1.177, 4.575, 1.235)  -0.05
C (-4.418, -4.021, -3.568)  -0.25
H (-4.257, -5.046, -3.235)  0.12
O (-4.997, -4.201, 3.214)  -0.04
O (-2.927, 4.034, -2.216)  -0.08
H (2.521, 2.153, -0.673)  0.06
H (2.020, 4.396, 0.568)  0.08
C (-3.432, -3.667, -4.646)  -0.31
H (-2.732, -0.536, -1.715)  0.09
H (-1.297, 3.021, -3.026)  0.11
O (5.354, 3.053, -0.971)  -0.04
C (1.994, 3.232, 4.647)  -0.41
H (-0.192, -2.100, 5.451)  0.08
H (6.191, 0.987, -3.324)  0.12
O (-4.342, 2.307, 0.336)  -0.07
H (-4.727, -1.552, 2.867)  0.13
H (0.299, -2.354, -4.436)  0.07


3.
An isolated molecule of C3H4O3, computed with ωB97M-V with the def2-TZVPD basis set.

Calculated values
LUMO energy   0.33 eV
Energy relative to the best compared isomer or geometry (same formula, charge and spin)   71.65 kcal per mole
Total charge   0
E_tot   -9315.5936 eV
HOMO energy   -8.24 eV

Last column: natural (NBO) charge in e.
Positions of all 10 atoms, in Å:
C (-1.475, 0.261, -0.009)  0.69
C (1.384, 0.246, -0.093)  0.24
H (-2.419, 0.679, -0.343)  0.18
H (-0.316, -0.051, 1.379)  0.53
C (0.532, -0.811, -0.446)  -0.33
H (2.454, -0.043, -0.040)  0.13
O (-0.781, -0.358, -0.861)  -0.38
O (-1.211, 0.348, 1.243)  -0.59
O (1.012, 1.391, 0.219)  -0.70
H (0.820, -1.661, -1.049)  0.21


4.
A cluster of 3 separate species, C25H25F13NO15PS in total in a non-equilibrium geometry, computed with ωB97M-V with the def2-TZVPD basis set.

Calculated values
SMILES string   CCOC[C@@]1(CN)OC(=O)O[C@]1(CCC(F)(F)C(F)(F)C(F)(F)C(F)(F)S(F)(F)(F)(F)F)P(=O)(O)O.O=C1C=C(O)C(=O)C=C1O.O=C1C=C(O)C(=O)C=C1O
LUMO energy   -2.64 eV
Total charge   0
E_tot   -113970.0102 eV
HOMO energy   -9.53 eV

Last column: Löwdin charge in e.
Positions of all 81 atoms, in Å:
N (4.643, -2.330, 0.577)  -0.03
H (1.507, 7.545, 1.085)  0.14
O (-0.076, -7.737, 0.272)  0.10
C (-1.937, -7.997, 1.687)  -0.21
O (0.144, 9.672, 1.836)  0.08
F (-3.849, -0.611, 2.702)  -0.20
H (5.439, -1.666, -1.331)  0.13
F (-2.046, -1.426, -0.058)  0.04
H (0.729, -0.065, -3.943)  0.14
F (-2.055, 0.542, -3.472)  0.01
O (3.042, 1.504, -0.648)  -0.22
H (4.105, 1.705, 1.302)  0.12
C (-2.832, -7.430, 2.499)  0.07
C (1.534, -2.482, -0.495)  -0.19
C (3.067, 1.850, 0.782)  -0.22
H (-3.593, -8.008, 3.009)  0.14
H (-3.441, 6.738, 1.583)  0.14
O (-2.532, 9.135, 2.126)  0.11
F (-3.441, 1.588, 3.605)  -0.17
H (2.255, 1.284, 1.413)  0.13
C (-2.598, -0.739, -1.242)  -0.09
O (0.872, -3.339, 0.315)  0.03
F (-2.995, 1.857, -1.016)  0.03
S (-3.906, 1.013, 2.058)  1.09
H (-0.219, 1.482, -1.706)  0.15
O (1.564, -2.450, -1.992)  -0.03
F (-1.114, -1.613, -3.073)  0.00
C (4.413, -2.066, -0.926)  -0.18
C (2.171, -1.160, -2.427)  -0.30
H (-1.200, -9.525, 0.839)  0.11
C (-0.360, 8.408, 1.589)  -0.21
O (0.609, 5.128, 0.613)  0.06
O (-3.620, -5.430, 3.486)  0.10
H (4.954, -0.449, -4.357)  0.08
C (-2.820, -5.978, 2.734)  -0.31
O (4.016, -0.278, -4.679)  -0.19
O (2.323, -1.344, 0.074)  -0.01
C (-0.084, 0.298, -1.759)  -0.04
O (4.076, -3.015, -3.989)  -0.22
O (1.987, -1.927, -5.272)  -0.36
C (-1.825, 8.203, 1.759)  -0.30
F (-5.561, 1.065, 2.623)  -0.20
F (-4.634, 0.479, -2.013)  0.03
F (-4.104, 2.642, 1.575)  -0.17
F (-5.866, 0.930, 0.197)  0.01
C (3.169, -0.965, -1.106)  -0.26
H (4.242, -3.299, 0.752)  0.09
C (2.745, 3.489, 0.855)  -0.09
C (-4.523, 0.290, 0.468)  -0.20
C (0.441, 7.410, 1.211)  0.08
C (-3.635, 0.520, -0.873)  -0.10
C (-1.469, -0.319, -2.379)  -0.16
C (4.019, 0.459, -0.991)  -0.10
C (-0.103, 6.069, 0.946)  -0.28
O (-2.080, 4.614, 0.816)  0.07
O (-1.807, -3.797, 2.229)  0.07
F (-2.254, 0.940, 1.648)  -0.18
H (1.903, 3.601, 1.661)  0.07
H (-0.149, -5.151, 0.692)  0.10
H (4.889, 0.336, -0.216)  0.14
C (-2.372, 6.868, 1.472)  0.08
C (1.169, 0.076, -2.843)  -0.09
C (-0.900, -5.731, 1.214)  0.08
F (-3.480, -1.756, -1.930)  0.02
C (-1.572, 5.871, 1.091)  -0.20
H (2.452, 3.930, -0.208)  0.09
H (4.499, 0.783, -2.031)  0.15
F (-4.861, -1.160, 0.727)  0.03
H (1.826, 1.070, -2.915)  0.14
O (-1.944, -9.360, 1.459)  0.08
H (3.715, 4.019, 1.243)  0.08
C (-0.896, -7.186, 0.997)  -0.30
H (-2.547, -3.633, 2.854)  0.11
H (3.497, -3.849, -4.042)  0.12
H (0.180, -0.050, -0.674)  0.13
H (5.686, -2.477, 0.734)  0.09
C (-1.797, -5.164, 2.023)  -0.20
H (-0.632, 10.216, 2.095)  0.12
P (3.044, -1.615, -4.099)  0.79
H (-1.303, 4.068, 0.563)  0.11
H (4.106, -3.118, -1.380)  0.13